(1)
DFT (ωB97M-V/def2-TZVPD) results for a single C4H7N3O molecule.

```
15
Properties=species:S:1:pos:R:3:nbo_charge:R:1
O 0.366 -0.324 -2.234 -0.57
N -0.810 -0.851 0.952 -0.47
N 1.361 -0.076 0.959 -0.87
N -0.604 -1.224 -0.342 -0.50
C -1.019 0.697 0.659 -0.10
C 0.248 -0.306 -0.978 0.65
C -0.010 1.798 0.707 -0.38
C 0.412 0.613 0.066 -0.06
H 0.974 -0.901 1.426 0.40
H -0.473 2.585 0.014 0.25
H 2.427 -0.311 0.526 0.39
H -1.941 0.860 -0.031 0.23
H -1.671 -1.153 1.318 0.37
H 0.810 2.017 1.263 0.27
H -0.470 -2.263 -0.346 0.39
```

Output
Energy relative to the best compared isomer or geometry (same formula, charge and spin)   730.8 kJ/mol
SMILES string   N[C@]12C[C@@H]1NNC2=O
Total energy   -395.8701 a.u.
HOMO energy   -8.7 eV

=====

(2)
DFT (ωB97M-V/def2-TZVPD) results for a molecular structure, C38H77CsF12N5O11S4.

```
148
Properties=species:S:1:pos:R:3:mulliken_charge:R:1
Cs -0.400 0.521 -0.463 0.14
S -1.787 2.099 3.414 0.74
S 1.541 3.811 -0.905 1.03
S 3.757 2.238 -0.304 0.53
S 0.048 -3.548 1.148 1.49
F 2.096 -4.605 2.209 -0.22
F -4.098 0.809 3.975 -0.28
F 0.509 3.658 1.482 -0.06
F -3.177 1.647 5.746 -0.25
F 1.606 -2.680 3.024 -0.22
F 2.369 4.802 1.446 -0.23
F 2.558 -2.804 1.073 -0.20
F -4.190 2.946 4.367 -0.22
F 3.438 -0.261 -1.104 -0.13
F 0.625 5.652 0.613 -0.22
F 4.643 -0.007 0.654 -0.23
F 2.475 0.298 0.816 0.08
O -0.682 -0.062 -3.744 -1.02
O -2.149 1.847 2.049 -0.35
O -0.226 -2.211 0.726 -0.93
O 4.825 2.248 -1.250 -0.71
O -0.858 -4.030 2.157 -0.63
O 0.189 3.524 -1.294 -0.59
O -0.944 1.098 4.024 -0.58
O 4.030 2.822 0.948 -0.56
O 0.345 -4.488 0.075 -0.75
O -1.348 3.442 3.616 -0.59
O 2.266 4.835 -1.605 -0.82
N -4.024 -2.210 1.930 0.41
N 0.233 2.870 -5.185 0.39
N 2.720 2.204 4.771 0.27
N 0.474 -3.255 -3.615 0.79
N 2.322 2.471 -0.760 0.07
C -4.846 -0.258 0.517 0.08
C -2.023 3.612 -5.283 -0.57
C -0.511 2.062 -6.275 -0.08
C 3.524 1.207 -4.504 -1.28
C 3.889 1.226 4.488 -0.70
C -5.142 0.275 -0.921 -1.15
C 1.813 1.857 5.849 -0.93
C 1.156 1.983 -4.516 1.58
C -2.918 -3.783 -1.700 -1.09
C -3.728 -3.913 3.568 -0.94
C 2.558 -4.290 -3.866 -0.97
C 4.067 -1.344 6.281 -1.23
C -3.893 0.326 -1.759 0.03
C 1.907 2.358 3.531 -0.88
C 1.264 4.489 0.769 0.57
C 3.238 3.540 5.160 -0.46
C 2.843 -2.788 -3.906 -0.44
C -0.007 -3.415 -4.995 -1.06
C -0.928 3.197 -4.265 -0.08
C -3.369 1.906 4.430 0.36
C 1.720 -3.394 1.912 0.30
C 3.421 -0.196 4.141 0.97
C 2.088 4.279 5.754 -1.02
C 1.225 -4.525 -3.211 -0.36
C -1.750 2.881 -6.621 -0.74
C 1.579 -2.178 -3.399 0.26
C 4.381 -1.168 4.796 -0.66
C 0.884 4.161 -5.689 -0.75
C 2.267 1.438 -5.362 -0.33
C 1.041 3.156 6.090 -0.16
C -4.495 -2.763 4.253 -0.84
C -5.024 -1.962 3.032 -0.63
C -2.780 -1.545 2.221 0.46
C 3.534 0.435 0.001 0.46
C -3.822 -3.710 2.035 -0.31
C -1.669 -4.072 -2.559 -0.28
C -4.606 -1.759 0.596 0.43
C -0.661 -2.909 -2.632 1.48
H 1.947 3.954 -5.954 0.30
H -1.236 -5.009 -2.326 0.39
H -3.387 -2.887 -2.116 0.39
H -0.669 -2.588 -5.151 0.27
H 0.525 1.079 -4.193 -1.11
H -2.190 -4.253 -3.557 0.36
H -3.694 -4.473 -2.026 0.43
H -1.563 0.033 -4.031 -0.14
H 1.563 2.514 -3.634 -0.29
H 3.275 -4.878 -3.276 0.43
H -4.030 0.392 0.857 -0.03
H -5.028 -0.908 3.177 0.54
H 2.429 -0.336 4.602 0.11
H -4.658 -4.200 1.475 0.52
H 2.506 2.056 -6.235 0.58
H 1.165 1.571 3.496 -0.16
H -5.937 -0.300 -1.477 0.39
H -2.952 -3.948 1.455 0.02
H -2.885 -3.738 -0.633 -0.12
H -2.060 -1.883 1.472 -0.83
H 3.622 -2.546 -3.221 0.48
H 3.360 -0.327 3.089 -0.87
H 4.200 0.458 -4.922 0.41
H 2.376 4.913 6.587 0.34
H -3.210 1.021 -1.324 0.02
H 1.925 0.443 -5.728 0.21
H 5.451 -0.982 4.654 0.45
H 4.483 1.719 3.703 0.33
H -5.300 -3.056 4.933 0.45
H 4.081 3.333 5.821 0.51
H 0.169 3.224 5.461 -0.22
H 2.598 -4.709 -4.884 0.33
H 0.881 -3.272 -5.630 0.46
H 0.716 3.249 7.098 0.56
H -5.618 1.286 -0.782 0.34
H 1.343 3.278 3.584 0.75
H -2.416 -1.835 3.236 0.56
H 3.198 -2.599 -4.886 0.35
H 1.246 -4.616 -2.080 0.13
H -3.753 -2.011 -0.074 -0.98
H -1.163 2.252 -3.821 -0.15
H 4.314 -2.169 4.356 0.38
H 1.173 -1.285 -3.833 -0.24
H 4.349 1.262 5.539 0.29
H 3.041 -1.647 6.331 0.32
H -2.044 4.722 -5.346 0.31
H -0.678 3.892 -3.454 0.48
H -0.242 -2.756 -1.598 -0.96
H -2.596 2.199 -6.890 0.35
H 4.033 2.133 -4.292 0.47
H -2.999 3.412 -4.844 0.46
H -0.989 -1.869 -2.920 -0.36
H -4.255 -4.788 3.857 0.51
H -0.754 1.116 -5.815 -0.02
H -5.963 -2.388 2.620 0.49
H 4.311 -0.458 6.832 0.27
H -4.022 0.688 -2.790 0.47
H -1.708 3.634 -7.430 0.30
H 3.252 0.854 -3.478 -0.03
H 0.674 4.911 -4.863 0.22
H 1.741 -2.003 -2.370 -0.16
H -3.371 -0.611 -1.773 -0.28
H -5.679 -0.078 1.254 0.34
H 1.649 4.982 5.102 0.46
H 0.211 4.487 -6.488 0.40
H -5.493 -2.372 0.482 0.61
H 0.698 -5.359 -3.637 0.56
H 0.187 1.953 -7.152 0.39
H 3.619 3.956 4.200 0.37
H -3.812 -2.172 4.849 0.32
H -3.012 -0.462 2.265 -0.11
H 2.344 1.589 6.760 0.58
H 2.613 2.455 2.758 0.39
H -0.549 -4.322 -5.121 0.29
H 4.736 -2.083 6.719 0.45
H 1.201 1.067 5.590 0.57
H -2.707 -4.008 3.841 0.36
```

Output
Net charge   +1
Total energy   -5406.5504 a.u.
HOMO energy   -10.6 eV

=====

(3)
DFT (ωB97M-V/def2-TZVPD) results for a molecular structure, C9H14N2S2.

```
27
Properties=species:S:1:pos:R:3:nbo_charge:R:1
S 1.722 -0.521 -3.836 0.88
S -1.503 1.619 0.957 -0.07
N 1.947 -1.955 -3.066 -0.60
N 1.044 0.234 -2.604 -0.63
C -1.212 0.236 -0.266 -0.16
C -1.649 0.796 -1.560 -0.63
C 0.890 -0.621 -1.584 0.13
C 0.868 -0.080 2.224 -0.45
C 0.246 -0.143 -0.273 -0.05
C 1.505 1.338 2.633 -0.61
C -2.088 -0.942 0.217 -0.61
C 1.076 -0.343 0.759 -0.12
C 1.438 -1.905 -1.840 -0.06
H 1.493 -2.834 -1.360 0.23
H 1.425 1.644 3.744 0.21
H -1.671 -1.268 1.214 0.21
H -1.650 2.687 0.075 0.14
H 2.010 -0.808 0.554 0.20
H -1.267 1.817 -1.941 0.24
H -1.544 0.019 -2.377 0.22
H -2.082 -1.794 -0.432 0.22
H 1.397 -0.866 2.782 0.21
H 2.640 1.395 2.386 0.21
H -2.756 0.959 -1.535 0.22
H 0.963 2.129 2.099 0.23
H -3.073 -0.619 0.465 0.23
H -0.171 -0.173 2.566 0.21
```

Output
Energy relative to the best compared isomer or geometry (same formula, charge and spin)   178.0 kJ/mol
Total energy   -1257.1620 a.u.
HOMO energy   -9.0 eV

=====

(4)
DFT (ωB97M-V/def2-TZVPD) results for a molecular structure, C19H27ClMoN2Se.

```
51
Properties=species:S:1:pos:R:3:nbo_charge:R:1
Mo -0.391 -0.435 0.929 0.79
Se 0.390 1.567 2.699 0.00
Cl 0.044 0.135 -4.472 -0.15
N 1.508 0.929 5.313 -0.31
N -0.659 0.818 5.289 -0.32
C -0.982 1.400 -6.654 -0.63
C 2.160 -0.642 0.739 -0.16
C 0.114 0.403 -6.254 0.03
C 0.729 -2.485 0.705 -0.29
C -2.374 0.635 0.937 -0.21
C -0.111 -0.936 -6.970 -0.63
C -2.023 0.807 4.824 -0.41
C -2.266 -1.686 0.727 -0.23
C 1.555 -1.657 1.562 -0.28
C -2.506 -0.611 1.656 -0.26
C 1.096 0.669 6.614 -0.04
C 2.880 1.126 4.902 -0.42
C -2.003 0.333 -0.424 -0.27
C 1.731 -0.837 -0.612 -0.22
C -0.256 0.578 6.597 -0.03
C 0.853 -1.968 -0.645 -0.17
C 0.420 1.018 4.479 0.23
C 1.492 0.966 -6.623 -0.63
C -1.960 -1.102 -0.559 -0.21
H -0.955 1.572 -7.737 0.23
H 0.661 -1.664 -6.698 0.22
H -2.330 -0.217 4.579 0.20
H 1.552 1.130 -7.706 0.23
H -1.854 1.049 -1.225 0.30
H -2.850 -0.726 2.680 0.28
H 2.918 1.045 3.812 0.23
H -1.976 1.018 -6.399 0.22
H -1.092 -1.356 -6.723 0.22
H 1.673 1.926 -6.127 0.22
H 2.900 0.080 1.061 0.28
H -0.970 0.369 7.373 0.26
H 3.521 0.355 5.349 0.24
H -2.673 1.189 5.618 0.25
H 3.254 2.116 5.205 0.24
H 1.781 0.552 7.437 0.27
H 2.291 0.271 -6.343 0.22
H -0.838 2.365 -6.156 0.22
H 0.456 -2.439 -1.546 0.28
H -2.392 -2.740 0.959 0.29
H -2.629 1.613 1.320 0.29
H 0.247 -3.416 0.999 0.28
H 1.767 -1.863 2.606 0.28
H 2.051 -0.264 -1.483 0.29
H -0.070 -0.790 -8.057 0.23
H -2.104 1.433 3.926 0.23
H -1.784 -1.637 -1.484 0.29
```

Output
Net charge   +2
2S+1   3
Total energy   -3778.9570 a.u.
HOMO energy (alpha / beta)   -14.7 / -14.7 eV

=====

(5)
DFT (ωB97M-V/def2-TZVPD) results for a single C6H15N molecule.

```
22
Properties=species:S:1:pos:R:3:nbo_charge:R:1
N 1.386 1.105 -0.387 -0.62
C -0.535 -0.340 0.317 -0.42
C -1.518 0.038 -0.764 -0.41
C -2.688 -0.957 -0.828 -0.61
C 1.233 0.424 1.954 -0.62
C 0.444 0.771 0.711 -0.04
C 2.210 0.021 -0.918 -0.43
H -1.004 -0.631 1.266 0.20
H 2.849 0.449 -1.686 0.21
H 1.884 -0.425 1.770 0.20
H -2.428 -1.931 -0.400 0.20
H 0.818 1.438 -1.160 0.34
H -3.523 -0.615 -0.212 0.21
H 1.629 -0.834 -1.268 0.16
H 2.843 -0.379 -0.124 0.19
H -1.045 0.156 -1.738 0.20
H -0.081 1.727 0.793 0.19
H -1.911 1.022 -0.501 0.20
H -3.032 -1.214 -1.825 0.21
H 0.524 0.088 2.707 0.21
H 0.098 -1.193 0.072 0.20
H 1.846 1.281 2.221 0.22
```

Output
Energy relative to the best compared isomer or geometry (same formula, charge and spin)   73.8 kJ/mol
SMILES string   CCC[C@@H](C)NC
Total energy   -292.3409 a.u.
HOMO energy   -8.6 eV

=====

Number 1: maximum force 0.1390 hartree/bohr. Number 2: maximum force 0.0650 hartree/bohr. Number 3: maximum force 0.0752 hartree/bohr. Number 4: maximum force 0.0899 hartree/bohr. Number 5: maximum force 0.0301 hartree/bohr.